This record from OMol25 describes 2 unconnected molecules or ions with the total composition C4H13NOS in a non-equilibrium geometry. The level of theory is the ωB97M-V functional and the def2-TZVPD basis.

```
20
Properties=species:S:1:pos:R:3:forces:R:3
C 0.020 -0.732 -1.234 -0.4 3.2 0.5
C 1.422 -0.270 -0.748 -0.8 1.1 1.0
C 1.749 -0.815 0.632 1.0 -1.7 -0.1
S 1.061 0.100 2.068 -1.5 -1.0 -0.7
C -0.725 -0.605 2.254 1.5 0.4 -0.1
N -0.603 0.378 -1.980 -0.7 -1.0 -1.8
H 0.051 -1.571 -1.944 0.0 0.0 0.7
H -0.666 -0.868 -0.381 0.5 -0.7 -0.4
H 2.048 -0.406 -1.589 1.5 -1.1 -0.5
H 1.553 0.827 -0.630 -1.1 -0.3 -0.2
H 1.450 -1.870 0.602 -0.5 0.1 0.6
H 2.826 -0.981 0.842 -0.4 0.8 -0.1
H -1.450 -0.298 1.483 0.6 -0.3 0.2
H -1.033 -0.162 3.185 -0.2 0.2 0.4
H -0.660 -1.687 2.413 -0.1 0.3 -0.4
H -0.202 0.546 -2.883 0.2 -0.3 -0.3
H -0.832 1.286 -1.645 0.3 0.1 1.2
H -2.079 1.720 0.207 -0.4 0.2 0.6
H -1.716 2.734 -0.738 -0.2 0.9 0.0
O -2.214 2.674 0.086 0.5 -1.0 -0.5
```
Positions in Å, forces in eV/Å.

The gap between HOMO and LUMO is 9.620 eV. The HOMO energy is -0.3235 Eh. Its SMILES is CSCCCN.O.